{"formula": "C3H4BrClN2O", "method": "wB97M-V/def2-TZVPD", "e_above_lowest_kj_mol": 404.5, "lumo_energy_ha": [-0.0925, -0.0659], "homo_energy_ev": [-10.18, -10.09], "charge": 0, "elements": ["C", "C", "C", "N", "N", "O", "Cl", "Br", "H", "H", "H", "H"], "positions_angstrom": [[0.3951, -1.1639, -2.2512], [-0.3909, -0.3544, 0.7473], [0.9096, -0.2338, 0.0366], [-1.4462, 0.5223, 0.2371], [0.9634, -0.9161, -1.2250], [0.1481, -1.6409, -3.3053], [-1.1172, 2.0618, 0.2745], [-1.0080, 2.9866, 2.6461], [-1.0009, -1.2488, 0.8238], [-0.4064, -0.0554, 1.7799], [1.1343, 0.7900, -0.2356], [1.8191, -0.7474, 0.4717]], "forces_ev_per_a": [[1.0, -1.5, -1.1], [-2.1, 0.8, 0.5], [2.1, -1.6, -0.9], [-0.8, -0.9, -0.5], [-1.1, 0.0, -0.7], [-0.6, 1.0, 0.9], [0.5, 1.1, -0.3], [0.0, 0.1, 0.3], [1.0, -1.0, -0.7], [1.0, 0.3, 1.0], [0.1, 0.4, 0.8], [-1.2, 1.2, 0.8]]}